The following is a DFT calculation (ωB97M-V with the def2-TZVPD basis set) of a 17-piece molecular cluster, H34O17 overall at a distorted geometry.

Bonds (Å) are listed after each position.
Cartesian coordinates (Å):
1 H 1.0881 -0.1536 1.4123  O15 0.918
2 H -0.3049 0.8244 0.1333  O47 0.994
3 H -0.5879 1.1914 3.3593  O23 0.980
4 H -0.0479 2.9784 0.6203  O28 0.949
5 O 2.8771 -1.1636 -0.7837  H14 0.936, H21 0.970
6 H -2.1689 1.0264 2.1823  O26 0.998
7 O -3.2029 2.0374 -0.4567  H34 0.955, H37 0.991
8 H -1.3999 -2.7506 2.2423  O20 0.954
9 H -0.1019 -0.5966 -0.0727  O47 0.942
10 H 2.4121 1.5084 0.4353  O24 0.972
11 H 1.2621 1.3684 -1.4717  O33 0.936
12 H 3.4281 1.2854 1.5553  O24 0.970
13 H -2.3999 -1.0916 -1.1427  O17 0.935
14 H 3.0661 -0.5476 -0.1047  O5 0.936
15 O 1.1251 -0.3386 2.3103  H1 0.918, H32 0.975
16 O -0.7599 3.2684 -1.4607  H30 0.912, H39 0.933
17 O -2.7559 -0.3236 -1.5397  H13 0.935, H29 0.942
18 O -0.2259 -0.4126 -3.0507  H36 0.948, H40 0.960
19 H 1.7181 -3.6466 0.9343  O46 0.937
20 O -0.5259 -2.5316 2.5563  H8 0.954, H45 0.984
21 H 3.7231 -1.6306 -0.8677  O5 0.970
22 H -3.6909 -1.9896 0.6423  O35 0.958
23 O -0.1219 2.0524 3.4103  H3 0.980, H50 0.962
24 O 3.2821 1.1134 0.6123  H10 0.972, H12 0.970
25 H 1.7341 -2.1536 -1.7347  O44 0.946
26 O -1.8409 0.7254 1.2893  H6 0.998, H49 0.999
27 H -0.0899 -2.5646 -1.0027  O48 0.956
28 O 0.8571 2.8384 0.8693  H4 0.949, H38 0.963
29 H -2.3159 -0.1916 -2.3617  O17 0.942
30 H 0.0871 3.6054 -1.4707  O16 0.912
31 H 2.2521 -2.2456 0.5913  O46 0.930
32 H 0.2951 -0.8226 2.4733  O15 0.975
33 O 1.8081 1.8334 -2.0727  H11 0.936, H43 0.984
34 H -2.5759 2.7554 -0.4007  O7 0.955
35 O -3.2399 -1.7186 1.4423  H22 0.958, H42 0.992
36 H -0.4039 0.3934 -3.5167  O18 0.948
37 H -2.8459 1.3584 -1.0847  O7 0.991
38 H 1.2591 3.6374 0.5123  O28 0.963
39 H -1.3349 3.9924 -1.5857  O16 0.933
40 H -0.0339 -0.1346 -2.1517  O18 0.960
41 H 1.4231 -2.7256 -2.9997  O44 0.917
42 H -2.7139 -0.9086 1.2143  O35 0.992
43 H 2.2871 1.1654 -2.6137  O33 0.984
44 O 1.4361 -2.9666 -2.1147  H25 0.946, H41 0.917
45 H -0.1409 -2.7176 1.6703  O20 0.984
46 O 2.1491 -2.8816 1.2613  H19 0.937, H31 0.930
47 O 0.2461 0.2074 -0.4177  H2 0.994, H9 0.942
48 O -0.7059 -2.3606 -0.3007  H27 0.956, H51 1.005
49 H -2.2679 1.3424 0.6303  O26 0.999
50 H 0.2671 2.2284 2.5483  O23 0.962
51 H -1.2809 -3.1666 -0.1297  O48 1.005

## Properties
Orbital gap in eV: 9.67
HOMO level in eV: -10.034
ΔE to the lowest compared entry with this formula, charge and spin in kJ/mol: 162.59